*P*
C5H11NO2 | ωB97M-V with the def2-TZVPD basis set

Properties
E_HOMO, eV: -9.5997
Structure (SMILES): C=NCCCC=O.O

```
19
C5H11NO2 ωB97M-V with the def2-TZVPD basis set
C -0.161 1.702 -1.685
N -0.597 1.148 -0.634
C -1.543 0.047 -0.784
C -1.452 -0.850 0.461
C -0.057 -1.173 1.023
C 1.058 -1.433 -0.001
O 1.737 -0.552 -0.459
H -0.475 1.387 -2.680
H 0.570 2.492 -1.533
H -1.341 -0.596 -1.650
H -2.543 0.452 -0.870
H -1.933 -0.276 1.241
H -2.004 -1.786 0.359
H 0.295 -0.423 1.721
H -0.098 -2.098 1.610
H 1.257 -2.497 -0.182
O 2.398 1.427 1.736
H 1.723 1.268 1.061
H 3.166 1.761 1.266
```

*Q*
C5H11NO2 | ωB97M-V with the def2-TZVPD basis set

Properties
E_HOMO, eV: -9.2099
Structure (SMILES): CC(=O)NCCCO

```
19
C5H11NO2 ωB97M-V with the def2-TZVPD basis set
C 0.024 2.377 -0.212
C 1.137 1.440 -0.457
O 2.339 1.369 -0.365
N 0.549 0.410 -1.215
C -0.724 -0.355 -0.892
C -0.998 -0.615 0.558
C 0.151 -1.428 1.192
O 0.372 -2.719 0.621
H 0.109 3.427 -0.494
H -0.862 2.171 -0.789
H -0.263 2.238 0.854
H 1.135 -0.250 -1.771
H -1.630 0.229 -1.439
H -0.374 -1.340 -1.430
H -1.871 -1.452 0.473
H -1.319 0.282 0.999
H 0.007 -1.607 2.281
H 1.071 -0.985 1.068
H 1.147 -3.192 1.020
```

*R*
C5H11NO2 | ωB97M-V with the def2-TZVPD basis set

Properties
E_HOMO, eV: -9.7851
Structure (SMILES): O=CNCCCCO

```
19
C5H11NO2 ωB97M-V with the def2-TZVPD basis set
O -1.532 2.789 2.349
C -1.365 1.595 2.259
N -1.528 0.889 1.114
C -1.214 -0.513 0.911
C -0.583 -0.730 -0.452
C 0.746 0.001 -0.644
C 1.597 -0.648 -1.719
O 2.853 0.005 -1.885
H -1.019 0.980 3.109
H -1.777 1.451 0.312
H -0.509 -0.835 1.674
H -2.113 -1.133 0.989
H -1.279 -0.449 -1.245
H -0.442 -1.802 -0.643
H 1.329 0.044 0.285
H 0.538 1.018 -0.983
H 1.733 -1.712 -1.523
H 1.102 -0.613 -2.683
H 3.462 -0.334 -1.225
```

*S*
C5H11NO2 | ωB97M-V with the def2-TZVPD basis set

Properties
E_HOMO, eV: -9.3471

```
19
C5H11NO2 ωB97M-V with the def2-TZVPD basis set
C 2.138 -0.421 -0.298
C 1.382 0.801 0.022
C -0.979 1.713 -0.048
C -1.122 0.352 0.536
C -2.149 -0.561 -0.084
H 1.502 -2.421 -0.305
H 3.171 -0.296 0.016
H 2.163 -0.743 -1.319
H 1.463 0.807 1.099
H 1.918 1.738 -0.365
H -1.731 1.935 -0.794
H -0.787 2.481 0.707
H -0.845 0.208 1.542
H -2.938 -0.848 0.731
H -2.532 -0.240 -1.134
H -0.579 -1.822 -0.051
N 0.022 0.694 -0.477
O 1.450 -1.430 0.452
O -1.547 -1.947 -0.229
```

Name the least stable of them. *S*.

*P*
C5H11NO2 | ωB97M-V with the def2-TZVPD basis set

Properties
E_HOMO, eV: -9.2748
Structure (SMILES): C=CC[C@@H](N)C=O.O

```
19
C5H11NO2 ωB97M-V with the def2-TZVPD basis set
C 2.456 1.145 -1.292
C 1.283 0.524 -1.163
C 1.078 -0.955 -1.057
C -0.070 -1.273 -0.032
N 0.130 -2.613 0.562
C -0.058 -0.316 1.157
O -1.045 -0.164 1.789
H 2.619 2.244 -1.448
H 3.395 0.700 -1.322
H 0.374 1.121 -1.194
H 0.894 -1.459 -2.041
H 2.108 -1.533 -0.815
H -1.086 -1.326 -0.637
H 0.839 -2.839 1.193
H 0.309 -3.207 -0.248
H 0.816 0.230 1.486
O -3.045 3.122 0.012
H -3.930 3.379 0.285
H -2.659 2.578 0.713
```

*Q*
C5H11NO2 | ωB97M-V with the def2-TZVPD basis set

Properties
E_HOMO, eV: -9.8999
Structure (SMILES): C=CCCNC=O.O

```
19
C5H11NO2 ωB97M-V with the def2-TZVPD basis set
C -0.224 -2.736 2.016
C 0.451 -1.607 2.146
C 0.259 -0.398 1.245
C 0.542 -0.715 -0.231
N -0.182 0.228 -1.083
C -0.218 0.146 -2.438
O -1.139 0.565 -3.109
H -1.016 -2.869 1.287
H -0.113 -3.541 2.734
H 1.208 -1.499 2.911
H -0.783 -0.101 1.409
H 0.894 0.430 1.550
H 0.243 -1.725 -0.472
H 1.616 -0.557 -0.338
H -0.994 0.680 -0.692
H 0.671 -0.255 -2.932
O 0.472 3.666 1.162
H -0.256 3.037 1.225
H 0.702 3.684 0.227
```

Name the least stable of them. *P*.

*P*
C5H11NO2 | ωB97M-V with the def2-TZVPD basis set

Properties
E_HOMO, eV: -9.5235
Structure (SMILES): CC(=O)NC[C@H](C)O

```
19
C5H11NO2 ωB97M-V with the def2-TZVPD basis set
C 2.599 -0.688 0.912
C 1.872 0.619 1.080
O 2.457 1.616 1.462
N 0.523 0.642 0.883
C -0.294 -0.359 0.206
C -1.164 0.243 -0.910
C -2.648 0.180 -0.589
O -0.974 -0.506 -2.123
H 3.661 -0.468 0.845
H 2.304 -1.250 0.027
H 2.437 -1.287 1.812
H 0.116 1.561 0.973
H 0.316 -1.158 -0.198
H -0.946 -0.846 0.933
H -0.865 1.276 -1.104
H -2.881 -0.827 -0.252
H -2.878 0.867 0.236
H -3.238 0.407 -1.475
H -0.398 -0.024 -2.718
```

*Q*
C5H11NO2 | ωB97M-V with the def2-TZVPD basis set

Properties
E_HOMO, eV: -8.4267
Structure (SMILES): N/C=C/CCC=O.O

```
19
C5H11NO2 ωB97M-V with the def2-TZVPD basis set
N 1.217 -0.789 2.980
C 0.381 -0.176 2.016
C -0.373 -0.819 1.138
C -1.365 -0.135 0.224
C -1.208 -0.555 -1.246
C 0.218 -0.672 -1.692
O 0.731 0.089 -2.478
H 2.205 -0.613 2.867
H 0.999 -1.747 3.254
H 0.406 0.894 2.101
H -0.396 -1.904 1.104
H -2.386 -0.286 0.602
H -1.279 0.946 0.344
H -1.797 -1.458 -1.405
H -1.667 0.217 -1.850
H 0.791 -1.505 -1.244
O 0.277 2.507 -0.769
H 0.631 2.082 -1.570
H 0.051 3.387 -1.112
```

Name the least stable of them. *Q*.

*P*
C5H11NO2 | ωB97M-V with the def2-TZVPD basis set

Properties
E_HOMO, eV: -9.6576
Structure (SMILES): CNC(=O)CCCO

```
19
C5H11NO2 ωB97M-V with the def2-TZVPD basis set
C -0.366 2.477 0.147
N -0.986 1.463 1.054
C -1.367 0.238 0.454
O -2.115 -0.625 0.955
C -0.411 -0.158 -0.821
C 1.045 -0.592 -0.383
C 1.164 -2.060 -0.081
O -0.067 -2.700 0.333
H 0.621 2.027 -0.032
H -0.971 2.796 -0.640
H -0.107 3.367 0.644
H -1.093 1.611 2.045
H -0.880 -1.121 -1.169
H -0.347 0.622 -1.672
H 1.660 0.162 0.122
H 1.593 -0.442 -1.407
H 1.855 -2.361 0.721
H 1.373 -2.590 -1.129
H -0.600 -2.114 0.861
```

*Q*
C5H11NO2 | ωB97M-V with the def2-TZVPD basis set

Properties
E_HOMO, eV: -9.5196
Structure (SMILES): CC[C@@H](C=O)NCO

```
19
C5H11NO2 ωB97M-V with the def2-TZVPD basis set
C 0.304 -0.409 -2.366
C 1.125 0.093 -1.142
C 0.130 0.028 0.082
C -0.453 -1.377 0.229
O -0.584 -1.996 1.357
N 0.801 0.514 1.312
C -0.393 0.666 2.143
O -1.422 1.488 1.647
H -0.426 0.341 -2.741
H -0.307 -1.459 -2.264
H 1.109 -0.573 -3.219
H 1.478 1.103 -1.287
H 2.096 -0.558 -1.055
H -0.704 0.713 -0.390
H -0.825 -1.945 -0.634
H 1.373 1.337 1.223
H -0.905 -0.321 2.364
H -0.128 1.284 3.063
H -2.270 1.071 1.677
```

*R*
C5H11NO2 | ωB97M-V with the def2-TZVPD basis set

Properties
E_HOMO, eV: -8.7804
Structure (SMILES): C/C(C=O)=C\O.CN

```
19
C5H11NO2 ωB97M-V with the def2-TZVPD basis set
C -1.049 -1.751 -0.878
C 0.119 -1.183 -0.118
C 0.110 -1.167 1.319
O 0.887 -0.493 2.002
C 1.138 -0.527 -0.741
O 1.244 -0.312 -2.056
H -1.615 -0.969 -1.394
H -0.717 -2.475 -1.626
H -1.733 -2.254 -0.197
H -0.746 -1.674 1.797
H 2.038 -0.264 -0.205
H 0.457 -0.631 -2.520
C 0.534 2.127 0.575
N -0.908 1.966 0.521
H 0.991 1.283 1.252
H 0.762 3.107 0.994
H 0.931 2.109 -0.439
H -1.142 1.011 0.267
H -1.299 2.096 1.446
```

Name the least stable of them. *Q*.

*P*
C5H11NO2 | ωB97M-V with the def2-TZVPD basis set

Properties
E_HOMO, eV: -8.3975
Structure (SMILES): O=CCNCCCO

```
19
C5H11NO2 ωB97M-V with the def2-TZVPD basis set
O -0.894 0.162 -2.412
C -0.287 -0.877 -2.218
C 0.091 -1.480 -0.928
N -0.600 -1.205 0.232
C -1.285 0.081 0.508
C -0.370 1.322 0.489
C 1.075 1.135 0.916
O 1.058 0.592 2.248
H 0.059 -1.537 -3.028
H 0.585 -2.414 -1.022
H 0.848 -0.588 -1.349
H -0.214 -1.598 1.066
H -2.056 0.245 -0.199
H -1.702 -0.118 1.494
H -0.790 2.100 1.122
H -0.405 1.645 -0.547
H 1.513 2.125 0.995
H 1.607 0.447 0.264
H 1.768 -0.036 2.371
```

*Q*
C5H11NO2 | ωB97M-V with the def2-TZVPD basis set

Properties
E_HOMO, eV: -8.7132
Structure (SMILES): C=C(C)C(C)=O.NO

```
19
C5H11NO2 ωB97M-V with the def2-TZVPD basis set
C 0.681 0.500 1.642
C 0.156 0.882 0.469
C 0.774 1.882 -0.447
C -1.091 0.206 0.028
C -2.355 1.019 0.009
O -1.065 -0.981 -0.292
H 0.213 -0.265 2.256
H 1.610 0.927 2.007
H 1.797 1.585 -0.703
H 0.800 2.871 0.020
H 0.217 1.966 -1.386
H -2.739 1.121 1.027
H -2.173 2.005 -0.425
H -3.102 0.510 -0.608
N 1.710 -2.904 -0.368
O 0.835 -2.467 -1.450
H 2.376 -3.486 -0.882
H 1.103 -3.569 0.118
H 0.253 -1.800 -1.013
```

*R*
C5H11NO2 | ωB97M-V with the def2-TZVPD basis set

Properties
E_HOMO, eV: -9.6640
Structure (SMILES): O=CCCCNCO

```
19
C5H11NO2 ωB97M-V with the def2-TZVPD basis set
O -1.005 2.294 -1.758
C -1.554 2.018 -0.727
C -1.881 0.690 -0.111
C -0.840 0.501 1.070
C 0.573 0.169 0.556
N 0.530 -1.343 0.382
C 1.772 -1.912 -0.183
O 2.465 -1.079 -1.148
H -1.615 2.786 0.076
H -2.886 0.586 0.304
H -1.754 -0.120 -0.838
H -1.272 -0.345 1.589
H -0.791 1.361 1.726
H 1.296 0.477 1.312
H 0.901 0.584 -0.369
H -0.215 -1.506 -0.294
H 1.830 -2.911 -0.576
H 2.490 -1.816 0.641
H 1.955 -0.433 -1.650
```

Name the least stable of them. *Q*.